Version P
Here is the molecule C6H14N2 from the OMol25 dataset. Energies are from ωB97M-V/def2-TZVPD.

Last column: Mulliken charge in e.
Atoms and positions in Å:
N  0.05970  0.85319  -2.82014  -0.652
N  1.08399  1.07109  3.97369  -0.472
C  -1.21980  -1.16770  -2.25709  -1.499
C  -0.16113  -0.49759  0.74650  -0.702
C  0.40865  -0.15144  -0.62332  -0.777
C  -0.61231  0.13728  -1.73037  0.342
C  0.41314  0.80388  2.77674  -0.039
C  0.74963  -0.12278  1.89404  -0.531
H  -0.42633  -1.88980  -2.47648  0.331
H  -0.55663  1.49049  -3.30954  0.239
H  -1.70214  -1.01898  -3.23292  0.397
H  -0.38962  -1.55544  0.85947  0.361
H  1.13079  -0.88053  -0.99688  0.297
H  -0.47355  1.41273  2.64363  0.315
H  -1.15934  -0.06154  0.89787  0.394
H  -1.42859  0.75053  -1.36945  0.434
H  -1.91068  -1.70403  -1.61000  0.360
H  1.70116  0.35652  4.33735  0.194
H  1.61144  -0.77300  2.02194  0.248
H  0.51054  0.19024  -3.43820  0.236
H  1.36314  2.00369  4.21863  0.200
H  1.00793  0.75317  -0.50547  0.324

## Properties
HOMO, Eh: -0.297
Net charge: 0
Frontier orbital gap, eV: 9.30



Version Q
Here is a structure of composition C6H14N2 from the OMol25 dataset. Energies are from ωB97M-V/def2-TZVPD.

Last column: Mulliken charge in e.
Atoms and positions in Å:
N  -1.34471  0.38989  -1.27150  0.082
N  -2.18948  1.25512  -1.30035  -0.590
C  1.50814  1.18351  -0.58069  -1.524
C  0.87159  -0.14356  -0.23879  1.174
C  -0.64555  0.88622  1.51509  -1.478
C  -1.05615  -1.49772  0.73347  -1.748
C  -0.37848  -0.16883  0.47071  0.663
C  1.20520  -1.24939  -1.21042  -1.657
H  0.70112  -1.04283  -2.15918  0.352
H  -0.36665  -2.22021  1.17729  0.351
H  -1.41889  -1.91979  -0.20667  0.428
H  -1.66001  1.27442  1.37234  0.380
H  -2.24642  1.88370  -0.43409  0.227
H  0.01204  1.75427  1.48877  0.344
H  1.31449  -0.58209  1.02947  0.251
H  2.28208  -1.27920  -1.39232  0.426
H  1.73039  1.25634  -1.64614  0.404
H  0.88110  2.05480  -0.37843  0.371
H  -1.91842  -1.38461  1.39208  0.428
H  2.44066  1.31342  -0.02374  0.329
H  0.88825  -2.23002  -0.85890  0.372
H  -0.61031  0.46656  2.52197  0.413

## Properties
HOMO (spin up / spin down), Eh: -0.255 / -0.255
Net charge: 0
Frontier orbital gap (spin up / spin down), eV: 7.70 / 7.71



Tell me which of them is the most stable. Sure, it is version P.



Version P
Here is a cluster of 2 separate species, C6H14N2 in total from the OMol25 dataset. Energies are from ωB97M-V/def2-TZVPD.

Last column: Mulliken charge in e.
Atoms and positions in Å:
N  0.02565  -1.79199  -2.02705  -0.469
N  -0.60126  0.37244  -1.20575  -0.144
C  -0.02484  0.54088  2.58343  -1.115
C  0.09269  -1.68652  1.61146  -0.982
C  0.44447  1.01846  -0.69458  0.116
C  0.31853  2.34148  -0.03073  -1.348
C  0.08476  -0.17920  1.46161  0.540
C  -0.52618  -0.51307  -2.37246  -0.816
H  -0.60607  -2.33101  -1.44686  0.252
H  -0.03679  0.10217  3.58917  0.297
H  -1.52603  -0.63882  -2.78861  0.336
H  0.97650  -2.12889  1.13424  0.211
H  0.07661  -2.03139  2.65887  0.360
H  1.12749  2.45843  0.69519  0.352
H  1.38816  0.88092  -1.22580  0.344
H  -0.62358  2.42703  0.50687  0.288
H  0.09974  -0.00606  -3.11145  0.387
H  -0.77786  -2.14687  1.12601  0.143
H  -0.04743  1.63172  2.59219  0.179
H  1.01174  -1.70151  -1.80125  0.275
H  0.44950  3.15061  -0.76189  0.394
H  -1.32577  0.23119  -0.49263  0.400

## Properties
HOMO (spin up / spin down), Eh: -0.255 / -0.255
Net charge: 0
Frontier orbital gap (spin up / spin down), eV: 7.50 / 7.50



Version Q
Here is a cluster of 2 separate species, C6H14N2 in total from the OMol25 dataset. Energies are from ωB97M-V/def2-TZVPD.

Last column: Mulliken charge in e.
Atoms and positions in Å:
N  1.12545  2.18679  -0.80490  -0.367
N  -0.05784  -3.32761  0.71666  -0.665
C  -0.12145  2.66848  -2.80826  -0.693
C  -0.56966  -1.24877  1.91542  -0.373
C  -0.06547  2.46928  -1.50107  -0.003
C  1.72573  1.11484  -1.08876  -0.455
C  -0.16250  -1.87191  0.58910  -0.310
C  -0.62173  0.27682  1.81557  -1.020
H  0.21634  -3.74774  -0.16545  0.229
H  0.83926  -1.52228  0.31804  0.194
H  -0.96141  -3.73092  0.94222  0.221
H  0.39437  0.68088  1.78119  0.297
H  1.32060  0.38243  -1.79179  0.335
H  0.15623  -1.54064  2.67442  0.257
H  -1.55509  -1.63068  2.19578  0.341
H  -0.85995  -1.54495  -0.19344  0.289
H  -0.95227  2.59377  -0.89043  0.312
H  0.76666  2.59494  -3.42076  0.273
H  -1.10015  0.72450  2.68251  0.360
H  2.68425  0.92460  -0.61747  0.334
H  -1.14359  0.61216  0.92336  0.183
H  -1.05780  2.93600  -3.27191  0.262

## Properties
HOMO, Eh: -0.341
Net charge: 0
Frontier orbital gap, eV: 10.28



Tell me which of them is the most stable. Sure, it is version Q.



Version P
Here is the molecule C6H14N2 from the OMol25 dataset. Energies are from ωB97M-V/def2-TZVPD.

Last column: Mulliken charge in e.
Atoms and positions in Å:
N  0.33985  -0.31125  -0.34668  0.212
N  -1.15146  -0.63942  -0.06369  -0.046
C  0.24754  1.97864  0.58735  -1.211
C  1.00832  -1.19044  -1.30207  -1.005
C  -1.44325  -1.05238  1.28755  -0.960
C  2.45781  0.72264  0.41672  -1.257
C  -2.20283  -0.00984  -0.81995  -0.998
C  0.82362  0.83950  0.19516  0.889
H  0.28499  -1.82318  -1.82683  0.308
H  0.84079  2.80510  0.96124  0.295
H  2.72739  -0.24029  0.85504  0.305
H  -1.75337  -0.20925  1.91763  0.301
H  -0.59207  -1.54208  1.77152  0.287
H  2.94345  0.85232  -0.55200  0.278
H  2.77692  1.50430  1.10954  0.402
H  -1.84502  0.39444  -1.77252  0.293
H  1.57438  -0.61045  -2.03750  0.363
H  -2.97293  -0.75701  -1.05788  0.354
H  -2.69422  0.79822  -0.26572  0.324
H  -0.80482  2.16062  0.42999  0.232
H  -2.24661  -1.80193  1.28140  0.339
H  1.68153  -1.86825  -0.76829  0.298

## Properties
HOMO, Eh: -0.283
Net charge: 0
Frontier orbital gap, eV: 8.66



Version Q
Here is the molecule C6H14N2 from the OMol25 dataset. Energies are from ωB97M-V/def2-TZVPD.

Last column: Mulliken charge in e.
Atoms and positions in Å:
N  0.17683  -0.64430  1.68983  0.026
N  0.26811  -1.69468  0.78143  -0.704
C  0.11334  0.18410  -2.79535  -1.203
C  -0.46989  0.69985  -0.36546  0.870
C  0.40348  0.36773  -1.33989  -0.509
C  -1.96161  0.67796  -0.52125  -1.417
C  1.35874  -0.66050  2.53550  -0.880
C  0.03648  0.81474  1.01602  -0.764
H  2.28892  -0.46915  1.97911  0.361
H  -2.37608  1.67718  -0.34718  0.291
H  -0.94808  0.21185  -3.02060  0.304
H  -0.62566  1.37059  1.67242  0.322
H  -0.66163  -1.86584  0.40642  0.286
H  1.46069  0.48910  -1.12650  0.416
H  0.59780  0.96903  -3.38268  0.282
H  1.04024  1.25373  1.02261  0.366
H  0.50154  -0.77597  -3.14506  0.289
H  -2.40014  -0.00347  0.20624  0.358
H  -2.31371  0.35813  -1.51275  0.391
H  1.24303  0.09454  3.31103  0.323
H  0.84528  -1.41513  -0.07352  0.300
H  1.42230  -1.63949  3.00964  0.295

## Properties
HOMO, Eh: -0.314
Net charge: 0
Frontier orbital gap, eV: 9.54



Tell me which of them is the most stable. Sure, it is version Q.